No. 1
Density functional theory data (ωB97M-V/def2-TZVPD) for 2 unconnected molecules or ions with the total composition C28H35N2O6S3.

Geometry (Å):
S (-2.6080, -2.9159, -1.0139)
S (0.4325, 1.2525, -2.7442)
S (-4.1764, -2.2791, 1.3862)
O (5.9586, 2.6075, 0.4450)
O (-5.6865, 0.7587, -1.5737)
O (1.7221, 0.7227, -3.0991)
O (2.0757, 3.6607, -1.5399)
O (-0.7270, 0.6019, -3.2808)
O (-8.0969, -2.7152, 1.7320)
N (3.9915, 3.6495, -0.2138)
N (-5.2269, -2.0783, -1.0542)
C (4.0677, 0.1441, 0.9127)
C (4.4780, 5.8282, 0.7843)
C (-5.8822, 0.1758, -0.2734)
C (3.8757, 1.3883, 0.3546)
C (4.7936, 2.5593, 0.2550)
C (1.7746, -0.4447, 0.2957)
C (-6.3145, -1.2569, -0.4603)
C (4.0554, -2.8185, -0.7536)
C (-0.1064, -1.7484, -0.9548)
C (3.0140, -0.7690, 0.8925)
C (0.6445, -1.4517, 0.3596)
C (3.6748, 4.6937, 0.7427)
C (2.3002, 5.6488, 2.4922)
C (2.7934, 3.0962, -0.7778)
C (-4.8994, -1.4394, -2.3481)
C (-4.1524, -2.3329, -0.2420)
C (3.4554, -3.2970, 0.5831)
C (0.3359, 1.3096, -0.9337)
C (-8.0791, -4.0563, 1.7161)
C (4.1924, 6.8628, 1.6702)
C (2.5886, 4.6140, 1.6055)
C (3.2656, -2.1066, 1.5555)
C (-4.6576, 0.0664, -2.2416)
C (-1.6067, -1.4226, -0.8836)
C (3.0961, 6.7913, 2.5228)
C (1.6071, 0.8201, -0.2920)
C (4.4217, -4.3479, 1.1768)
C (2.6856, 1.7039, -0.2404)
H (2.8400, 7.5840, 3.2075)
H (-7.1016, -1.2178, -1.2101)
H (-5.7691, -1.5663, -2.9914)
H (2.4336, -2.3143, 2.2263)
H (-4.9890, 0.2775, 0.3399)
H (0.3756, -1.2653, -1.7959)
H (0.2521, 2.3698, -0.7093)
H (0.4563, 2.5595, -3.0921)
H (3.9214, -5.3107, 1.2293)
H (-4.0679, -1.9092, -2.8599)
H (-0.0360, -1.1257, 1.1468)
H (-4.6323, 0.4550, -3.2586)
H (-7.6715, -4.5562, 2.6405)
H (2.5168, -3.7882, 0.3486)
H (-3.6924, 0.3046, -1.7868)
H (1.9370, 3.7504, 1.6105)
H (1.0357, -2.3921, 0.7108)
H (5.0109, -0.0944, 1.3808)
H (1.4520, 5.5621, 3.1517)
H (-1.8377, -0.9112, 0.0485)
H (4.8091, 7.7495, 1.6915)
H (3.3587, -2.2214, -1.3362)
H (-1.8630, -0.7474, -1.6930)
H (-7.4658, -4.5355, 0.8967)
H (-6.7234, 0.7038, 0.1611)
H (-6.7976, -1.6944, 0.4177)
H (-9.0786, -4.5633, 1.5916)
H (-0.5702, 0.8407, -0.5707)
H (4.3074, -3.6871, -1.3560)
H (5.3275, 5.9233, 0.1261)
H (4.7840, -4.0684, 2.1624)
H (5.2885, -4.4822, 0.5371)
H (4.9665, -2.2663, -0.5350)
H (-0.0270, -2.8176, -1.1416)
H (4.1691, -2.0209, 2.1497)

gap between HOMO and LUMO = 0.1205 Eh
net charge = -1
energy relative to the best compared isomer or geometry (same formula, charge and spin) = 0.0 kcal/mol

Atomic partial charges in e from the Mulliken method, atoms 1 to 6: -0.275, 0.937, -0.208, -0.553, -0.467, -0.577

---

No. 2
Density functional theory data (ωB97M-V/def2-TZVPD) for a molecular structure, C4H8O2.

Geometry (Å):
O (-1.2739, 1.8397, 0.2120)
O (0.3621, 0.1562, -1.2859)
C (-0.6639, -0.3429, -0.6872)
C (-0.0591, -0.0792, 1.2470)
C (-1.2491, 0.4606, 0.4210)
C (1.5866, -0.5346, -1.0047)
H (2.3816, -0.0831, -1.5990)
H (-0.8125, -1.4261, -0.7154)
H (-2.2390, 0.1303, 0.7478)
H (0.9892, -0.3573, 0.5628)
H (1.4643, -1.6078, -1.2285)
H (-0.5027, 2.0513, -0.3362)
H (-0.3318, -0.9262, 1.8775)
H (0.3372, 0.7460, 1.8488)

gap between HOMO and LUMO (spin up / spin down) = 0.2813 / 0.2813 Eh
net charge = 0
energy relative to the best compared isomer or geometry (same formula, charge and spin) = 136.6 kcal/mol

Atomic partial charges in e from the Mulliken method, atoms 1 to 6: -0.536, -0.318, -0.201, -0.820, 0.187, -0.805

---

No. 3
Density functional theory data (ωB97M-V/def2-TZVPD) for 2 unconnected molecules or ions with the total composition C5H9ClN2O2S.

Geometry (Å):
Cl (3.5368, 1.1968, 0.3354)
S (1.5138, 0.8141, 0.6351)
O (0.7619, 1.9330, 0.2042)
O (1.2628, 0.4710, 2.0369)
N (-1.7942, 0.4838, 0.9325)
N (-1.9288, 0.8457, -0.2366)
C (-2.2010, 2.2040, -0.5726)
C (-1.7698, -0.0145, 2.0200)
C (1.2884, -0.7668, -0.3285)
C (2.1655, -1.9039, 0.1405)
C (0.4901, -0.7805, -1.3689)
H (2.8399, -1.9674, -0.6418)
H (1.6374, -2.7959, 0.2080)
H (-1.0393, -0.0037, 2.7335)
H (-1.1642, 2.4649, -0.8895)
H (2.6342, -1.5269, 0.9560)
H (0.2549, -1.6552, -1.7846)
H (-0.0076, 0.1927, -1.6304)
H (-3.0743, 2.4456, -1.2778)
H (-2.4990, 2.7380, 0.3125)

gap between HOMO and LUMO = 0.2991 Eh
net charge = 0
energy relative to the best compared isomer or geometry (same formula, charge and spin) = 34.9 kcal/mol

Atomic partial charges in e from the Mulliken method, atoms 1 to 6: -0.228, 0.948, -0.506, -0.519, 0.304, -0.471

---

No. 4
Density functional theory data (ωB97M-V/def2-TZVPD) for a molecular structure, C23H20As2F5NO2S2Sc.

Geometry (Å):
As (-0.7026, -2.2837, 0.9275)
As (0.0970, 0.4299, 2.5337)
Sc (0.1169, 0.1807, -0.2924)
S (-0.0203, 2.8829, -0.4830)
S (-2.0350, 1.4272, -3.6882)
F (2.8224, -1.0651, -2.3512)
F (-2.1426, -2.3401, -4.1738)
F (2.5274, -2.2907, -4.7573)
F (-1.8313, -1.1150, -1.7363)
F (0.0589, -2.9185, -5.6563)
O (1.1901, 2.0375, -0.1789)
O (-0.5991, 3.4467, 0.6970)
N (-0.9282, 1.8257, -1.2915)
C (-0.1995, -3.8765, -0.0558)
C (-0.7374, -1.4105, -2.5087)
C (-0.5011, 3.5593, -2.8515)
C (-1.6616, 0.8055, 3.2694)
C (0.4991, -1.0674, -1.9998)
C (1.4644, -2.0017, -4.0161)
C (0.8861, 5.9583, -2.9380)
C (0.6030, -1.2752, 3.2975)
C (1.1996, 1.7644, 3.3981)
C (-0.5382, 4.3094, -4.0153)
C (0.9241, 5.2218, -1.7635)
C (-2.5621, -2.6298, 1.3807)
C (1.5910, -1.3779, -2.7878)
C (0.6028, -3.6818, 3.1394)
C (0.2499, -2.4454, 2.6110)
C (-0.9313, -2.0337, -3.7245)
C (-1.1800, 2.2536, -2.5890)
C (1.3139, -1.3618, 4.4888)
C (0.1648, 5.5057, -4.0439)
C (0.1948, -2.3269, -4.4811)
C (0.2299, 4.0280, -1.7645)
C (1.3115, -3.7594, 4.3296)
C (1.6697, -2.6011, 5.0012)
H (0.1513, 6.1081, -4.9421)
H (1.4177, 6.8977, -2.9994)
H (-2.4243, 0.2285, 2.7529)
H (0.8753, -3.8580, -0.2261)
H (2.2283, -2.6600, 5.9255)
H (-0.4768, -4.7820, 0.4810)
H (2.2499, 1.5756, 3.1862)
H (1.0342, 1.7659, 4.4748)
H (-2.9572, -1.8387, 2.0120)
H (0.3378, -4.5963, 2.6238)
H (-1.1041, 3.9586, -4.8672)
H (1.6010, -0.4660, 5.0252)
H (-1.8605, 1.8657, 3.1142)
H (-2.6460, -3.5771, 1.9120)
H (1.5879, -4.7255, 4.7299)
H (-1.6889, 0.5763, 4.3333)
H (-3.1406, -2.6797, 0.4594)
H (1.4679, 5.5626, -0.8935)
H (-0.7126, -3.8610, -1.0161)
H (0.9127, 2.7313, 2.9887)

gap between HOMO and LUMO = 0.2842 Eh
net charge = +1
energy relative to the best compared isomer or geometry (same formula, charge and spin) = 12.7 kcal/mol

Atomic partial charges in e from the Mulliken method, atoms 1 to 6: 0.770, 0.755, -0.247, 1.379, -0.308, -0.344

---

No. 5
Density functional theory data (ωB97M-V/def2-TZVPD) for a gas-phase ion, C4H4Cl2N3O (charge +1).

Geometry (Å):
Cl (0.6274, -0.3077, -2.3071)
Cl (2.3980, 1.2600, 0.5948)
O (-1.4810, 0.6247, 0.9110)
N (-0.9203, 1.9343, -0.9375)
N (-0.2609, -1.4750, 0.0694)
N (1.3429, -0.9248, 1.5274)
C (0.4094, -1.8178, 1.1957)
C (1.3874, -0.0164, 0.5391)
C (0.3520, -0.2379, -0.4147)
C (-0.8971, 0.9451, -0.0782)
H (-1.3885, 2.7105, -0.5030)
H (0.1661, -2.7465, 1.8041)
H (-1.0331, -1.8427, -0.4393)
H (-0.7021, 1.8942, -1.9617)

gap between HOMO and LUMO = 0.3138 Eh
net charge = +1
energy relative to the best compared isomer or geometry (same formula, charge and spin) = 0.0 kcal/mol

Atomic partial charges in e from the Mulliken method, atoms 1 to 6: -0.143, -0.032, -0.439, -0.322, -0.024, -0.436

---

No. 6
Density functional theory data (ωB97M-V/def2-TZVPD) for 5 unconnected molecules or ions with the total composition C4H16NO5S.

Geometry (Å):
S (-2.1235, 0.1655, -3.3552)
O (0.2603, -0.8831, 1.3585)
O (1.9811, -0.1393, -2.1767)
O (1.7709, 0.4942, 3.1576)
O (2.9200, -1.9632, 1.1891)
O (0.9842, 2.8891, 1.3176)
N (-1.4709, 0.2115, 0.4859)
C (-2.4079, 0.5015, -0.5812)
C (-0.7276, -0.8997, 0.5949)
C (-0.9999, -2.0572, -0.3050)
C (-1.7688, 1.1597, -1.8577)
H (1.5361, 0.2215, -2.9575)
H (1.0206, 2.0919, 1.8666)
H (-3.2091, 1.1589, -0.2423)
H (-0.8109, -3.0197, 0.1326)
H (1.8917, 2.9057, 0.9879)
H (-2.0032, -1.9941, -0.6752)
H (1.1595, 0.1833, 2.4528)
H (-2.8742, -0.3890, -0.9998)
H (-0.6776, 1.2586, -1.7893)
H (2.5359, -0.0858, 3.0813)
H (-1.0577, 0.9840, 0.9912)
H (3.3599, -1.3161, 0.6310)
H (1.2204, -0.1640, -1.5760)
H (-0.4016, -1.8926, -1.2010)
H (2.0365, -1.6095, 1.3811)
H (-2.1442, 2.1879, -1.9111)

gap between HOMO and LUMO = 0.2308 Eh
net charge = -1
energy relative to the best compared isomer or geometry (same formula, charge and spin) = 0.0 kcal/mol

Atomic partial charges in e from the Mulliken method, atoms 1 to 6: -0.605, -0.679, -0.675, -0.709, -0.657, -0.651

---

No. 7
Density functional theory data (ωB97M-V/def2-TZVPD) for a molecular structure, C17H37Br14ClFN4O5P2S2.

Geometry (Å):
Br (-4.6143, 1.7661, -3.8987)
Br (-1.1771, 2.6880, -2.8304)
Br (4.1375, -1.1851, -0.9095)
Br (5.3128, 5.7780, -0.9601)
Br (1.9208, 4.8126, -2.1620)
Br (-3.0245, -0.4333, -0.9339)
Br (0.1929, -0.4342, 1.2582)
Br (2.4505, -2.8449, 2.8751)
Br (3.6000, -7.6355, 0.6894)
Br (7.0838, -3.2228, -0.0118)
Br (7.0227, -7.3387, -0.6439)
Br (-2.2735, -3.2364, 1.3429)
Br (1.3228, -6.6734, 3.2874)
Br (0.7241, -6.0163, 6.8710)
Cl (-0.1437, 5.7721, 1.4427)
S (-5.5816, 3.5061, 1.5124)
S (-4.3039, 6.4608, -1.9171)
P (-5.2991, 5.1447, -0.9665)
P (0.0211, 3.7389, -0.9773)
F (-4.8324, 2.1092, 1.5113)
O (-5.6894, 3.8942, -1.8773)
O (-5.5248, 4.0451, 2.8086)
O (-0.2382, 4.4943, -2.3761)
O (-6.7290, 5.7914, -0.5339)
O (-6.8285, 3.3026, 0.9223)
N (-4.5477, 4.4258, 0.4655)
N (-0.3327, 3.0272, 2.2946)
N (-2.6562, 3.9379, 1.9281)
N (-2.2776, 5.1131, 0.0925)
C (5.2932, -3.7824, -0.5243)
C (3.6359, 4.9510, -3.1291)
C (4.7331, -2.9052, -1.6142)
C (4.8015, 4.4653, -2.3026)
C (-2.9623, 1.8080, -4.9313)
C (5.6810, -8.7163, -0.9536)
C (-1.7983, 1.3066, -4.1222)
C (4.3034, -8.1198, -1.0605)
C (-0.3444, -6.3288, 4.2322)
C (-0.1655, -5.2850, 5.3027)
C (-4.0737, -2.0295, -0.5264)
C (-3.9757, -2.3881, 0.9316)
C (-0.9517, 4.5416, 0.4098)
C (-1.4000, 3.3839, 1.3667)
C (1.6125, -0.1273, 2.5651)
C (-3.2648, 4.4678, 0.8349)
C (2.7914, -1.0215, 2.2993)
H (-3.1470, 1.1605, -5.7864)
H (0.4242, -4.4342, 4.9724)
H (-1.0365, -5.9773, 3.4685)
H (5.7722, -9.4361, -0.1457)
H (-0.1763, 2.0371, 2.1341)
H (3.5063, 4.3242, -4.0100)
H (5.4487, -2.6911, -2.4023)
H (-1.7042, 2.4458, 0.8661)
H (4.6890, -3.7789, 0.3793)
H (-3.1835, 3.3036, 2.5254)
H (-0.9378, 1.1176, -4.7628)
H (-2.8318, 2.8306, -5.2778)
H (3.6557, -0.6949, 2.8757)
H (1.4472, 3.7317, -0.5953)
H (-0.4244, 2.3235, -1.0250)
H (-2.2366, 6.1060, 0.3389)
H (-5.0976, -1.7713, -0.7906)
H (3.5989, -8.8480, -1.4582)
H (-0.6908, -7.2828, 4.6186)
H (-6.5182, 6.3763, 0.2203)
H (4.5926, 3.5387, -1.7750)
H (1.1738, -0.2742, 3.5484)
H (5.6872, 4.3321, -2.9224)
H (-0.6599, 3.1530, 3.2496)
H (3.8431, -3.3570, -2.0488)
H (-4.7324, -3.1235, 1.1988)
H (-5.4841, 4.1495, -2.7978)
H (1.8929, 0.9196, 2.4495)
H (5.9675, -9.1888, -1.8915)
H (4.2761, -7.2230, -1.6726)
H (5.4053, -4.8067, -0.8776)
H (-2.0303, 0.4034, -3.5601)
H (3.7374, 5.9886, -3.4365)
H (3.0635, -1.0823, 1.2474)
H (-1.1329, -4.9365, 5.6606)
H (-3.7205, -2.8173, -1.1849)
H (-4.0667, -1.5258, 1.5860)

gap between HOMO and LUMO = 0.2214 Eh
net charge = +1

Atomic partial charges in e from the Mulliken method, atoms 1 to 6: -0.182, 0.213, -0.183, -0.133, -0.073, -0.031